1.
Molecular formula: C59H64N5O2
Method: DFT, ωB97M-V with the def2-TZVPD basis set

DFT total energy	-73760.810	eV

```
! RIJCOSX wB97M-V def2-TZVPD def2/J DEFGRID3
* xyz 1 1
C -3.0270 -1.6546 -1.0416
N -3.0321 -0.2333 -0.7673
C -4.0973 0.3333 -0.1017
O -5.1918 -0.1906 0.0750
C -3.6473 1.7065 0.3792
C -3.4661 1.7275 1.8974
C -2.5972 0.5655 2.3304
C -3.1852 -0.6778 2.5863
C -2.3917 -1.7884 2.8691
C -0.9988 -1.6614 2.9072
C -0.4123 -0.4054 2.7237
C -1.2163 0.7138 2.4895
N -2.3714 1.8758 -0.3144
C -1.5370 2.8830 0.0399
C -0.1571 2.8211 -0.0707
C 0.6639 3.9763 -0.0645
C 1.7839 4.0017 -0.9821
C 1.9343 5.0760 -1.8783
C 2.8329 4.9802 -2.9368
C 3.5181 3.7763 -3.1533
C 3.4498 2.7501 -2.2035
C 2.6385 2.8898 -1.0827
C -2.0169 0.7310 -1.1803
C -2.0559 1.0130 -2.7321
C -3.4465 1.5445 -3.0936
C -1.7679 -0.2720 -3.5019
C -0.9900 2.0312 -3.1121
H -3.1289 -2.2191 -0.1023
H -3.8686 -1.9326 -1.6952
H -2.0818 -1.9349 -1.5135
H -4.3714 2.4618 0.0271
H -3.0384 2.6881 2.2102
H -4.4691 1.6238 2.3308
H -4.2746 -0.7741 2.5378
H -2.8665 -2.7541 3.0435
H -0.3754 -2.5385 3.0807
H 0.6724 -0.2853 2.7553
H -0.7716 1.7094 2.3932
H -2.0201 3.7793 0.4447
H 0.2998 1.8385 -0.2451
H 0.1468 4.9195 0.1207
H 1.2868 5.9514 -1.7587
H 2.9903 5.8433 -3.5884
H 4.1100 3.6548 -4.0699
H 4.0464 1.8403 -2.3379
H 2.6245 2.1349 -0.2881
H -1.0224 0.3317 -0.9153
H -3.6297 2.5184 -2.6250
H -3.5118 1.6718 -4.1831
H -4.2337 0.8423 -2.7900
H -0.8230 -0.7239 -3.1708
H -2.5769 -1.0033 -3.4089
H -1.6689 -0.0430 -4.5734
H 0.0166 1.6588 -2.8728
H -1.0383 2.2061 -4.1986
H -1.1431 2.9904 -2.6067
C 0.5313 6.0377 8.2188
C 1.2706 6.4105 6.9660
C 2.1700 5.5216 6.3824
C 2.9324 5.8773 5.2597
C 4.0496 4.9834 4.8215
C 2.6668 7.1019 4.6408
N 3.4483 7.4953 3.5097
C 3.6172 6.8875 2.2746
C 3.1459 5.5944 1.7104
C 1.7952 4.9550 1.9500
C 1.8909 3.5796 2.4826
C 0.7151 5.8211 2.3133
C 0.7155 7.1634 1.8690
C -0.1941 8.0673 2.3992
C -1.1168 7.6325 3.3582
C -1.2367 6.2748 3.6721
C -0.3779 5.3543 3.0907
O 3.9741 4.9442 1.0305
N 4.6269 7.5551 1.6785
C 5.3617 7.3292 0.4768
C 4.6942 7.3478 -0.7573
C 3.2658 7.7658 -0.8143
C 5.4034 6.9731 -1.9000
C 6.7670 6.6733 -1.8281
C 7.4766 6.1521 -3.0402
C 7.4357 6.8458 -0.6121
C 6.7587 7.2249 0.5502
C 7.5097 7.4392 1.8201
N 5.0364 8.6355 2.4331
C 4.3740 8.5592 3.5513
C 4.6656 9.4460 4.6771
C 4.9840 10.7808 4.3425
C 5.2518 11.7024 5.3475
C 5.2609 11.2988 6.6899
C 5.0214 9.9573 7.0217
C 4.7474 9.0230 6.0251
C 1.7784 8.0232 5.2144
C 1.5451 9.4056 4.6903
C 1.0892 7.6562 6.3741
H -0.1057 6.8652 8.5483
H -0.1021 5.1577 8.0504
H 1.2265 5.7905 9.0325
H 2.3216 4.5364 6.8308
H 4.9980 5.5241 4.6908
H 4.2067 4.2184 5.5956
H 3.8221 4.4659 3.8842
H 0.9813 3.0008 2.3027
H 2.7287 3.0823 1.9759
H 2.0755 3.5757 3.5719
H 1.4252 7.4778 1.1023
H -0.1598 9.1108 2.0738
H -1.7205 8.3702 3.8897
H -1.9969 5.9336 4.3820
H -0.5015 4.2833 3.2902
H 2.9174 7.8507 -1.8489
H 2.6537 7.0068 -0.3140
H 3.1015 8.7269 -0.3065
H 4.8849 6.8977 -2.8606
H 8.5554 6.1014 -2.8660
H 7.1202 5.1448 -3.2961
H 7.2902 6.7941 -3.9086
H 8.5138 6.6701 -0.5525
H 8.5784 7.4722 1.5853
H 7.2275 8.3820 2.2990
H 7.3544 6.6248 2.5399
H 5.0035 11.0574 3.2862
H 5.4588 12.7365 5.0768
H 5.4653 12.0257 7.4778
H 5.0522 9.6356 8.0643
H 4.6099 7.9648 6.2710
H 0.4874 9.6683 4.8326
H 2.1328 10.1470 5.2550
H 1.7781 9.5089 3.6263
H 0.3920 8.3725 6.8151
*
```

2.
Molecular formula: C59H71AsBBrCdN8O2P2
Method: DFT, ωB97M-V with the def2-TZVPD basis set

DFT total energy	-233054.861	eV

```
! RIJCOSX wB97M-V def2-TZVPD def2/J DEFGRID3
* xyz 0 1
Cd -0.2119 -0.4273 1.1208
C 2.7161 -5.3088 0.5112
C 2.3658 -3.9028 1.0015
C 1.6402 -3.9929 2.3603
C 3.6561 -3.1032 1.2283
P 1.2041 -2.8786 -0.0446
C -0.3301 -3.9451 -0.0401
N -1.2359 -3.5353 0.9986
B -1.4231 -2.2151 1.5181
N -2.4039 -2.3601 2.5573
C -2.9678 -1.3153 3.4034
P -1.7334 0.0252 3.8152
C -2.9290 1.4352 4.1698
C -2.1728 2.5559 4.8914
C -3.3331 1.9588 2.7797
C -4.1984 1.0944 4.9536
C -0.9665 -0.6292 5.3954
C 0.2586 0.2375 5.7240
C -1.8811 -0.7135 6.6132
C -0.4539 -2.0371 5.0469
C -2.8018 -3.6974 2.6367
C -3.7131 -4.3332 3.4647
C -3.8867 -5.7102 3.3266
C -3.1709 -6.4303 2.3765
C -2.2594 -5.7965 1.5334
C -2.0752 -4.4278 1.6698
C 1.6534 -2.9568 -1.8590
C 1.7820 -4.3452 -2.4900
C 0.5533 -2.1739 -2.5914
C 2.9661 -2.1759 -2.0416
H 3.1700 -5.8709 1.3340
H 3.4434 -5.2819 -0.3064
H 1.8453 -5.8732 0.1748
H 2.3401 -4.3818 3.1048
H 0.7806 -4.6658 2.3304
H 1.2991 -3.0015 2.6983
H 4.2567 -3.5984 1.9973
H 3.4316 -2.0917 1.5746
H 4.2687 -3.0390 0.3260
H -0.0588 -4.9824 0.1236
H -0.7983 -3.9030 -1.0256
H -3.3566 -1.7544 4.3227
H -3.8165 -0.8363 2.9061
H -1.2342 2.7964 4.3845
H -1.9477 2.2914 5.9244
H -2.7889 3.4602 4.9077
H -2.4565 2.2085 2.1776
H -3.9425 2.8611 2.8925
H -3.9276 1.2267 2.2237
H -3.9833 0.8248 5.9839
H -4.7643 0.2796 4.4989
H -4.8530 1.9725 4.9715
H -0.0108 1.2627 5.9745
H 0.9572 0.2508 4.8857
H 0.7775 -0.1906 6.5876
H -2.1438 0.2737 6.9938
H -1.3564 -1.2446 7.4136
H -2.8030 -1.2631 6.4068
H 0.1776 -2.0162 4.1540
H -1.2670 -2.7488 4.8869
H 0.1520 -2.4055 5.8806
H -4.2844 -3.7831 4.2016
H -4.5931 -6.2227 3.9672
H -3.3263 -7.4981 2.2856
H -1.7173 -6.3649 0.7889
H 0.9156 -4.9751 -2.2778
H 2.6766 -4.8676 -2.1417
H 1.8600 -4.2464 -3.5777
H -0.3703 -2.7481 -2.6982
H 0.9150 -1.9314 -3.5944
H 0.3211 -1.2328 -2.0847
H 3.8022 -2.6485 -1.5200
H 2.8624 -1.1531 -1.6721
H 3.2189 -2.1291 -3.1092
C -3.7834 -0.4418 -0.5821
C -2.9661 0.7992 -0.7009
N -1.7221 0.9445 -0.3101
C -1.3507 2.2390 -0.6333
C -2.3887 2.8795 -1.2212
N -3.4174 1.9592 -1.2588
C -4.6429 2.1382 -1.9973
N -4.3985 2.4225 -3.3971
N -5.1465 3.3843 -3.9921
N -4.8279 3.4721 -5.2246
C -3.8290 2.5542 -5.4783
C -3.1505 2.2707 -6.6665
C -2.1678 1.3125 -6.6157
C -1.8494 0.6517 -5.4120
C -2.5169 0.9080 -4.2352
C -3.5319 1.8729 -4.2980
H -3.1643 -1.2184 -0.1347
H -4.1279 -0.7920 -1.5581
H -4.6580 -0.2877 0.0532
H -0.3675 2.6057 -0.3941
H -2.4918 3.8671 -1.6376
H -5.2070 2.9872 -1.6204
H -5.2440 1.2386 -1.8804
H -3.3989 2.7953 -7.5805
H -1.6125 1.0599 -7.5100
H -1.0487 -0.0741 -5.4135
H -2.2446 0.3979 -3.3206
Br 6.7959 0.4406 4.9465
C 5.4614 1.2370 3.8667
C 5.6052 2.5555 3.4589
N 4.7039 3.1676 2.6977
C 3.6321 2.4717 2.3167
C 3.4094 1.1519 2.6819
C 4.3482 0.5190 3.4853
C 2.1791 0.3984 2.2454
O 1.9205 -0.6792 2.7809
O 1.4843 0.9557 1.3305
H 6.4736 3.1313 3.7580
H 2.9109 2.9833 1.6892
H 4.1866 -0.5054 3.7904
C 5.7005 4.8138 -1.4938
C 5.4946 3.5955 -0.8615
C 4.3454 2.8634 -1.1306
C 3.4008 3.3394 -2.0373
C 3.6122 4.5632 -2.6675
C 4.7584 5.2963 -2.3945
As 1.8309 2.2212 -2.3329
C 0.6644 3.4519 -3.2818
C -0.0258 4.5345 -2.7575
C -0.9089 5.2460 -3.5592
C -1.1193 4.8542 -4.8783
C -0.4168 3.7816 -5.4115
C 0.4916 3.0831 -4.6218
C 1.3736 1.9818 -5.0771
C 1.4507 1.4830 -6.3735
C 2.3840 0.5036 -6.6840
C 3.2507 0.0226 -5.7065
C 3.1675 0.5048 -4.4064
C 2.2296 1.4764 -4.0913
H 6.5897 5.3925 -1.2784
H 6.2137 3.2252 -0.1415
H 4.1724 1.9241 -0.6149
H 2.8832 4.9440 -3.3737
H 4.9164 6.2490 -2.8857
H 0.1261 4.8345 -1.7258
H -1.4374 6.1029 -3.1591
H -1.8242 5.3954 -5.4965
H -0.5719 3.5005 -6.4457
H 0.7939 1.8662 -7.1457
H 2.4472 0.1227 -7.6958
H 3.9911 -0.7254 -5.9600
H 3.8407 0.1249 -3.6448
*
```

3.
Molecular formula: C59H76ClCsN7O4PS
Method: DFT, ωB97M-V with the def2-TZVPD basis set

DFT total energy	-114235.904	eV

```
! RIJCOSX wB97M-V def2-TZVPD def2/J DEFGRID3
* xyz -2 1
Cs -0.2670 0.5582 -1.0542
O 0.9790 -0.9379 -2.4318
C 0.7397 -0.8139 -3.7592
C -0.0284 -2.0660 -4.2995
C -1.0773 -2.7327 -3.4249
C -1.3048 -4.0879 -3.6584
C -2.2719 -4.7458 -2.9259
C -2.9658 -4.0384 -1.9683
C -2.6752 -2.6892 -1.7706
C -3.3824 -2.0129 -0.6158
C -3.6672 -0.4883 -0.5395
O -2.5363 0.2209 -0.3519
C -4.5778 -0.3820 0.7200
C -5.9632 -0.3817 0.6932
C -6.7040 -0.2641 1.8619
C -6.0643 -0.1529 3.0843
C -4.6740 -0.1669 3.1232
C -3.9421 -0.2822 1.9569
C -4.4612 0.0343 -1.7303
C -4.6485 1.4127 -1.8157
C -5.4075 1.9676 -2.8247
C -5.9841 1.1579 -3.7960
C -5.7829 -0.2091 -3.7413
C -5.0301 -0.7654 -2.7116
N -1.7605 -2.0536 -2.5014
C -0.0899 0.4769 -4.1179
C -1.4627 0.4502 -4.3516
C -2.1689 1.6114 -4.6267
C -1.5184 2.8301 -4.6666
C -0.1533 2.8762 -4.4279
C 0.5521 1.7172 -4.1608
C 2.0273 -0.7810 -4.5916
C 3.2193 -1.1742 -4.0063
C 4.3789 -1.2598 -4.7595
C 4.3720 -0.9401 -6.1065
C 3.1821 -0.5372 -6.7011
C 2.0244 -0.4651 -5.9486
H 0.7176 -2.8386 -4.5081
H -0.5000 -1.8403 -5.2648
H -0.7110 -4.6044 -4.4020
H -2.4708 -5.7996 -3.0887
H -3.7153 -4.5143 -1.3503
H -2.7510 -2.2143 0.2539
H -4.3035 -2.5844 -0.4390
H -6.4804 -0.4525 -0.2568
H -7.7883 -0.2485 1.8112
H -6.6407 -0.0481 3.9973
H -4.1502 -0.0637 4.0685
H -2.8625 -0.2589 1.9691
H -4.1657 2.0300 -1.0713
H -5.5405 3.0430 -2.8697
H -6.5695 1.5933 -4.5980
H -6.2068 -0.8582 -4.4992
H -4.8950 -1.8368 -2.6831
H -2.0133 -0.4758 -4.2778
H -3.2373 1.5485 -4.7757
H -2.0717 3.7427 -4.8600
H 0.3729 3.8238 -4.4261
H 1.6120 1.7753 -3.9412
H 3.2055 -1.4260 -2.9562
H 5.3011 -1.5739 -4.2819
H 5.2835 -1.0001 -6.6909
H 3.1547 -0.2734 -7.7532
H 1.1002 -0.1387 -6.4088
C 0.4774 -4.4157 0.3385
C 1.3262 -4.2401 -0.9286
N 2.2597 -3.1441 -1.0139
C 3.1476 -2.9298 0.0957
C 2.9250 -1.6271 0.8823
N 1.5683 -1.4268 1.3172
C 1.0563 -2.2435 2.3868
C -0.3213 -2.8265 2.0160
N -0.4022 -3.3009 0.6387
H 1.1242 -4.6375 1.1984
H -0.1121 -5.3356 0.1732
H 0.6491 -4.1303 -1.7789
H 1.8447 -5.2062 -1.0846
H 1.8084 -2.3008 -1.3963
H 4.2051 -2.9119 -0.2304
H 3.0724 -3.7770 0.7898
H 3.1809 -0.7772 0.2455
H 3.6572 -1.6367 1.7255
H 1.3201 -0.4476 1.3793
H 0.9763 -1.6731 3.3261
H 1.7679 -3.0566 2.5690
H -1.0689 -2.0460 2.1518
H -0.5760 -3.6501 2.6997
H -0.1259 -2.4869 0.0875
C 8.9924 -1.2783 -1.4845
C 7.6988 -0.5212 -1.4297
C 6.9973 -0.3884 -0.2352
C 5.8035 0.3103 -0.1882
C 5.3078 0.8909 -1.3441
C 5.9791 0.7633 -2.5473
C 7.1714 0.0585 -2.5765
S 3.7456 1.7320 -1.2955
C 4.1800 3.1884 -0.3641
O 3.5276 2.2383 -2.6826
H 9.2030 -1.7706 -0.5362
H 9.8341 -0.6211 -1.7102
H 8.9672 -2.0468 -2.2581
H 7.3826 -0.8508 0.6650
H 5.2521 0.3786 0.7404
H 5.5416 1.1980 -3.4341
H 7.6897 -0.0540 -3.5217
H 4.8185 3.7930 -1.0047
H 4.6952 2.9126 0.5536
H 3.2265 3.6689 -0.1387
O -0.6428 0.2421 2.7895
P -0.9605 1.3791 3.6811
N 0.3301 2.3950 3.9478
C 1.6810 1.8840 3.6786
C 2.5683 3.1256 3.5374
C 1.6830 4.2881 3.9675
C 0.2894 3.8118 3.5912
N -1.4048 0.8016 5.1850
C -1.4628 -0.6296 5.4200
C -0.3752 -0.8516 6.4640
C -0.5498 0.3588 7.3740
C -1.0664 1.4700 6.4344
N -2.2278 2.3093 3.2109
C -2.4508 2.6508 1.7882
C -3.7844 3.3754 1.8441
C -3.6926 4.1398 3.1509
C -3.0436 3.1205 4.0861
H 1.6723 1.3155 2.7473
H 1.9996 1.2257 4.4980
H 2.8411 3.2327 2.4865
H 3.4787 3.0539 4.1372
H 1.9462 5.2254 3.4803
H 1.7429 4.4328 5.0531
H 0.1265 3.9408 2.5195
H -0.4903 4.3347 4.1550
H -1.3030 -1.1626 4.4871
H -2.4453 -0.9168 5.8204
H 0.5959 -0.8328 5.9653
H -0.4668 -1.7992 6.9979
H 0.3682 0.6502 7.8845
H -1.2932 0.1405 8.1453
H -0.3071 2.2299 6.2376
H -1.9397 1.9731 6.8716
H -2.4435 1.7471 1.1778
H -1.6617 3.3133 1.4194
H -4.5965 2.6465 1.9051
H -3.9543 4.0054 0.9713
H -4.6551 4.4923 3.5281
H -3.0331 5.0046 3.0404
H -3.8022 2.5030 4.5861
H -2.4525 3.6127 4.8717
Cl 0.8297 2.9956 0.3165
*
```

Values for strongest force on any atom, eV/A, ordered as above
4.16, 0.59, 2.78
Values for ΔE to the lowest compared entry with this formula, charge and spin, eV, ordered as above
0.259, 0.000, 0.693
Values for gap between HOMO and LUMO, eV, ordered as above
5.34, 7.26, 5.70